--- w ---
{
  "formula": "C3H5NS",
  "method": "wB97M-V/def2-TZVPD",
  "multiplicity": 1,
  "gap_ha": 0.23180,
  "symbols": ["C", "C", "C", "N", "S", "H", "H", "H", "H", "H"],
  "positions_angstrom": [[-1.26, 0.32, -0.21], [-0.72, 1.55, -0.10], [0.56, -1.12, 0.25], [-0.51, -0.84, -0.42], [-2.78, -0.27, 0.12], [0.32, 1.81, -0.30], [-1.43, 2.44, 0.28], [0.76, -2.17, 0.20], [0.88, -0.50, 1.00], [-0.96, -1.51, -0.97]]
}

--- x ---
{
  "formula": "C3H5NS",
  "method": "wB97M-V/def2-TZVPD",
  "multiplicity": 1,
  "gap_ha": 0.34547,
  "smiles": "C1=NSCC1",
  "symbols": ["C", "C", "C", "H", "H", "H", "H", "H", "N", "S"],
  "positions_angstrom": [[1.04, 0.17, -0.64], [0.40, -1.21, -0.77], [-1.04, -1.02, -0.16], [1.15, 0.70, -1.51], [2.04, 0.01, -0.12], [0.52, -1.48, -1.78], [0.80, -1.84, 0.03], [-1.94, -1.56, -0.40], [-1.17, 0.00, 0.53], [0.20, 1.03, 0.59]]
}

Which of them is the least stable? Correct choice: w.

--- w ---
{
  "formula": "C3H5NS",
  "method": "wB97M-V/def2-TZVPD",
  "multiplicity": 1,
  "gap_ha": 0.31520,
  "smiles": "S=CN1CC1",
  "symbols": ["C", "C", "C", "H", "H", "H", "H", "H", "N", "S"],
  "positions_angstrom": [[1.28, -0.84, -0.21], [-0.34, 1.03, -0.09], [-1.15, -0.28, 0.14], [1.46, -1.80, 0.15], [-0.73, 1.55, -0.98], [0.09, 1.44, 0.66], [-2.25, -0.41, -0.15], [-1.05, -0.67, 1.14], [0.11, -0.28, -0.62], [2.57, 0.25, -0.04]]
}

--- x ---
{
  "formula": "C3H5NS",
  "method": "wB97M-V/def2-TZVPD",
  "multiplicity": 1,
  "gap_ha": [0.16740, 0.16754],
  "symbols": ["C", "C", "C", "N", "S", "H", "H", "H", "H", "H"],
  "positions_angstrom": [[-0.55, 1.47, 2.07], [0.12, -0.20, -1.52], [-0.24, -0.21, 0.16], [-0.33, 0.89, 1.03], [-1.01, 0.83, -2.41], [-0.52, 2.47, 2.42], [0.05, -1.23, -1.82], [1.13, 0.21, -1.62], [0.55, -0.87, 0.54], [-1.20, -0.73, 0.15]]
}

Which of them is the least stable? Correct choice: x.

--- w ---
{
  "formula": "H60O30",
  "method": "wB97M-V/def2-TZVPD",
  "multiplicity": 1,
  "gap_ha": 0.37419,
  "symbols": ["O", "H", "H", "O", "H", "H", "O", "H", "H", "O", "H", "H", "O", "H", "H", "O", "H", "H", "O", "H", "H", "O", "H", "H", "O", "H", "H", "O", "H", "H", "O", "H", "H", "O", "H", "H", "O", "H", "H", "O", "H", "H", "O", "H", "H", "O", "H", "H", "O", "H", "H", "O", "H", "H", "O", "H", "H", "O", "H", "H", "O", "H", "H", "O", "H", "H", "O", "H", "H", "O", "H", "H", "O", "H", "H", "O", "H", "H", "O", "H", "H", "O", "H", "H", "O", "H", "H", "O", "H", "H"],
  "positions_angstrom": [[3.15, -2.81, -1.13], [3.90, -3.40, -1.05], [3.45, -2.11, -1.74], [2.25, 2.54, -4.96], [3.19, 2.52, -4.74], [2.09, 1.67, -5.40], [3.07, 3.23, -1.68], [2.24, 2.77, -1.73], [3.43, 2.95, -0.81], [-1.33, 1.83, 4.83], [-1.67, 1.34, 5.57], [-0.51, 1.37, 4.58], [-3.32, -1.15, -2.43], [-3.12, -0.31, -2.90], [-2.70, -1.25, -1.70], [0.33, 0.79, -0.67], [0.27, 1.41, -1.42], [1.21, 0.41, -0.53], [-0.25, -3.58, 1.91], [-0.05, -4.17, 2.67], [0.58, -3.15, 1.66], [1.19, 1.04, 3.87], [1.86, 0.45, 3.46], [0.95, 1.61, 3.11], [-0.02, -1.84, 4.52], [-0.90, -2.17, 4.26], [0.24, -1.13, 3.89], [0.59, 2.62, 1.62], [0.45, 2.12, 0.82], [0.47, 3.57, 1.38], [-2.95, 1.54, -3.13], [-2.76, 1.77, -2.22], [-2.56, 2.24, -3.68], [-0.13, 5.22, 1.14], [0.22, 5.60, 1.96], [-0.96, 4.85, 1.43], [2.50, 0.09, -5.56], [2.83, 0.08, -6.44], [1.99, -0.72, -5.37], [-5.57, -0.19, -0.31], [-4.68, 0.15, -0.57], [-5.33, -0.92, 0.25], [0.58, 2.78, -2.77], [1.31, 2.84, -3.42], [0.27, 3.68, -2.67], [-3.09, -2.43, 3.63], [-4.00, -2.45, 3.90], [-3.11, -2.63, 2.66], [3.49, -2.66, 3.74], [2.89, -3.00, 4.44], [3.04, -2.91, 2.92], [3.67, 1.74, 0.80], [3.64, 0.94, 0.27], [2.78, 1.96, 1.03], [0.83, -1.73, -5.07], [0.81, -2.62, -5.42], [0.19, -1.71, -4.31], [-3.11, -3.14, 0.91], [-2.26, -3.59, 1.06], [-3.47, -3.40, 0.06], [3.41, -0.21, 2.78], [3.82, -0.85, 3.36], [3.96, 0.57, 2.66], [3.89, -0.08, -2.30], [4.11, 0.85, -2.21], [3.48, -0.10, -3.21], [-4.74, -3.51, -1.23], [-4.50, -2.65, -1.62], [-5.67, -3.59, -1.36], [1.60, -1.63, 1.07], [2.05, -1.99, 0.28], [2.20, -1.02, 1.56], [-0.97, -1.89, -0.88], [-1.11, -2.45, -0.05], [-0.50, -1.10, -0.55], [-2.30, 3.11, 2.13], [-3.22, 3.47, 2.30], [-2.10, 2.71, 3.02], [-1.19, -2.40, -3.44], [-2.02, -2.73, -3.73], [-1.32, -2.27, -2.50], [-2.47, 1.27, -0.09], [-1.52, 1.10, -0.24], [-2.48, 1.80, 0.72], [-1.22, 5.54, -1.82], [-0.55, 5.83, -1.22], [-1.30, 6.27, -2.44], [1.10, -4.37, 4.54], [0.76, -3.45, 4.67], [0.74, -4.83, 5.30]]
}

--- x ---
{
  "formula": "H60O30",
  "method": "wB97M-V/def2-TZVPD",
  "multiplicity": 1,
  "gap_ha": 0.39852,
  "symbols": ["O", "H", "H", "O", "H", "H", "O", "H", "H", "O", "H", "H", "O", "H", "H", "O", "H", "H", "O", "H", "H", "O", "H", "H", "O", "H", "H", "O", "H", "H", "O", "H", "H", "O", "H", "H", "O", "H", "H", "O", "H", "H", "O", "H", "H", "O", "H", "H", "O", "H", "H", "O", "H", "H", "O", "H", "H", "O", "H", "H", "O", "H", "H", "O", "H", "H", "O", "H", "H", "O", "H", "H", "O", "H", "H", "O", "H", "H", "O", "H", "H", "O", "H", "H", "O", "H", "H", "O", "H", "H"],
  "positions_angstrom": [[3.95, 0.27, 0.26], [3.07, 0.48, 0.61], [4.29, 1.01, -0.26], [1.99, 1.29, -3.13], [1.48, 2.03, -2.72], [2.92, 1.48, -3.09], [-5.74, 0.40, -1.36], [-6.57, 0.54, -0.99], [-5.32, 1.25, -1.54], [-4.13, -0.34, 1.30], [-3.73, -1.23, 1.27], [-4.53, -0.23, 0.39], [0.31, -2.08, 0.34], [0.69, -2.90, 0.68], [-0.65, -2.20, 0.40], [3.41, -2.23, -1.08], [3.64, -1.49, -0.47], [3.61, -1.93, -1.98], [-3.08, -0.75, -1.91], [-2.48, -0.06, -1.55], [-3.98, -0.44, -2.02], [1.05, -0.16, 3.93], [0.36, -0.09, 4.57], [1.64, 0.65, 3.97], [-2.18, -5.33, 1.02], [-1.41, -5.32, 0.40], [-2.80, -5.91, 0.61], [5.19, 2.67, 2.54], [4.54, 2.04, 2.89], [4.90, 3.45, 2.96], [4.46, 4.28, -0.01], [4.97, 3.71, 0.60], [3.51, 4.24, 0.26], [-0.58, -4.78, -0.96], [-0.92, -4.15, -1.59], [0.40, -4.76, -0.89], [1.89, -4.52, 0.24], [2.68, -4.93, 0.63], [2.27, -3.84, -0.33], [4.73, 2.37, -2.03], [4.57, 3.26, -1.56], [5.63, 2.50, -2.45], [1.00, -1.38, -2.53], [1.37, -0.74, -3.14], [1.57, -1.53, -1.72], [2.14, 3.17, 1.24], [1.85, 2.30, 0.90], [1.47, 3.80, 1.11], [1.02, 5.41, 0.17], [0.88, 4.69, -0.48], [0.34, 6.06, -0.08], [2.73, 2.11, 3.88], [2.18, 2.40, 4.63], [2.52, 2.66, 3.10], [-0.68, 0.81, -1.16], [-0.41, 0.39, -2.04], [-0.03, 0.41, -0.52], [0.43, 3.21, -1.86], [-0.16, 3.49, -2.57], [-0.05, 2.40, -1.44], [-4.10, 2.53, -1.71], [-3.49, 2.48, -0.91], [-4.31, 3.51, -1.80], [1.03, 0.33, 0.92], [0.81, 0.38, 1.88], [0.87, -0.62, 0.72], [-2.32, 2.51, 0.35], [-1.78, 1.83, -0.12], [-2.47, 2.20, 1.28], [-1.36, -2.94, -2.73], [-1.98, -2.19, -2.67], [-0.47, -2.58, -2.83], [-2.56, 1.43, 2.91], [-3.26, 0.84, 2.57], [-2.27, 0.87, 3.63], [-1.57, 2.19, -3.69], [-2.37, 2.17, -3.09], [-2.02, 2.33, -4.59], [-2.12, -5.04, -5.06], [-2.16, -4.41, -4.32], [-1.24, -5.35, -5.07], [-0.70, -2.78, 3.89], [0.22, -2.45, 3.71], [-1.04, -2.92, 3.04], [-1.08, -0.75, 5.54], [-1.54, -0.91, 6.36], [-1.03, -1.62, 5.07], [-2.42, -2.73, 0.57], [-2.94, -2.63, -0.23], [-2.52, -3.63, 0.91]]
}

Which of them is the least stable? Correct choice: w.

--- w ---
{
  "formula": "C3H4",
  "method": "wB97M-V/def2-TZVPD",
  "multiplicity": 1,
  "gap_ha": 0.40433,
  "smiles": "C#CC",
  "symbols": ["C", "C", "C", "H", "H", "H", "H"],
  "positions_angstrom": [[-0.93, 0.22, -0.08], [0.48, -0.09, -0.02], [1.62, -0.43, 0.14], [-1.18, 1.19, -0.51], [-1.12, 0.32, 1.00], [-1.51, -0.57, -0.60], [2.65, -0.64, 0.06]]
}

--- x ---
{
  "formula": "C3H4",
  "method": "wB97M-V/def2-TZVPD",
  "multiplicity": 1,
  "gap_ha": 0.37116,
  "symbols": ["C", "C", "C", "H", "H", "H", "H"],
  "positions_angstrom": [[-0.16, -0.02, 0.77], [0.74, -0.57, 0.03], [-0.22, 0.47, -0.57], [-0.53, -0.11, 1.84], [1.68, -1.03, 0.12], [-1.41, -0.18, -1.22], [-0.11, 1.43, -0.97]]
}

Which of them is the least stable? Correct choice: x.

--- w ---
{
  "formula": "C9H14N2O7",
  "method": "wB97M-V/def2-TZVPD",
  "multiplicity": 1,
  "gap_ha": 0.36676,
  "smiles": "N[C@@H](CCC(=O)O)C(=O)N[C@@H](CC(=O)O)C(=O)O",
  "symbols": ["C", "C", "C", "C", "C", "C", "C", "C", "C", "H", "H", "H", "H", "H", "H", "H", "H", "H", "H", "H", "H", "H", "H", "N", "N", "O", "O", "O", "O", "O", "O", "O"],
  "positions_angstrom": [[1.43, 0.60, -0.08], [-0.06, 0.53, 0.34], [2.15, -0.74, -0.41], [3.59, -0.62, -0.93], [4.73, -0.55, 0.12], [-2.31, 0.12, -0.61], [-3.04, 1.39, -0.08], [-2.56, -1.11, 0.26], [-4.02, -1.52, 0.22], [1.83, 1.18, 1.79], [2.05, 2.32, 0.80], [1.42, 1.21, -1.01], [2.09, -1.29, 0.49], [1.59, -1.21, -1.23], [3.88, 0.15, -1.72], [3.94, -1.52, -1.36], [3.72, 0.73, 1.09], [-0.40, 0.06, -1.60], [-2.66, 0.02, -1.59], [-1.97, -2.01, -0.01], [-2.38, -0.82, 1.33], [-5.46, -2.09, 1.16], [-2.91, 3.30, -0.14], [2.17, 1.32, 0.85], [-0.89, 0.31, -0.73], [-0.52, 0.78, 1.43], [5.66, -1.31, -0.01], [4.62, 0.33, 1.11], [-3.91, 1.45, 0.68], [-4.71, -1.26, -0.70], [-4.47, -2.22, 1.24], [-2.60, 2.49, -0.70]]
}

--- x ---
{
  "formula": "C9H14N2O7",
  "method": "wB97M-V/def2-TZVPD",
  "multiplicity": 1,
  "gap_ha": 0.36648,
  "smiles": "N[C@@H](CCC(=O)O)C(=O)N[C@@H](CC(=O)O)C(=O)O",
  "symbols": ["C", "C", "C", "C", "C", "C", "C", "C", "C", "H", "H", "H", "H", "H", "H", "H", "H", "H", "H", "H", "H", "H", "H", "N", "N", "O", "O", "O", "O", "O", "O", "O"],
  "positions_angstrom": [[1.74, -1.03, -0.10], [0.34, -0.73, 0.47], [2.81, -0.34, 0.74], [2.96, 1.16, 0.48], [4.06, 1.57, -0.50], [-2.05, -0.60, 0.02], [-2.93, -1.09, -1.14], [-2.36, 0.85, 0.45], [-3.64, 1.12, 1.19], [1.32, 0.06, -1.82], [1.67, -1.51, -2.14], [1.86, -2.09, 0.01], [2.53, -0.50, 1.79], [3.77, -0.87, 0.53], [2.03, 1.57, 0.11], [3.21, 1.68, 1.41], [3.49, 0.12, -1.63], [-0.57, -1.00, -1.35], [-2.18, -1.25, 0.89], [-1.59, 1.15, 1.16], [-2.30, 1.52, -0.40], [-5.08, 0.28, 2.08], [-4.43, -1.03, 0.03], [1.90, -0.73, -1.54], [-0.69, -0.70, -0.42], [0.17, -0.54, 1.66], [4.77, 2.51, -0.29], [4.22, 0.81, -1.60], [-2.46, -1.34, -2.22], [-4.08, 2.21, 1.43], [-4.28, -0.02, 1.61], [-4.23, -1.23, -0.88]]
}

Which of them is the least stable? Correct choice: w.

--- w ---
{
  "formula": "C4H4N2",
  "method": "wB97M-V/def2-TZVPD",
  "multiplicity": 1,
  "gap_ha": [0.24656, 0.24651],
  "symbols": ["C", "C", "C", "C", "N", "N", "H", "H", "H", "H"],
  "positions_angstrom": [[0.71, 1.02, 0.22], [3.02, 0.29, -0.19], [-0.13, -0.04, 0.01], [-1.54, -0.46, -0.09], [1.86, 0.03, -0.01], [0.88, -0.90, -0.34], [0.85, 1.99, 0.70], [-2.24, 0.19, -0.66], [-2.00, -0.61, 0.97], [-1.41, -1.51, -0.61]]
}

--- x ---
{
  "formula": "C4H4N2",
  "method": "wB97M-V/def2-TZVPD",
  "multiplicity": 1,
  "gap_ha": 0.33750,
  "symbols": ["C", "C", "N", "N", "C", "C", "H", "H", "H", "H"],
  "positions_angstrom": [[0.80, -0.87, -0.05], [-0.69, -0.67, -0.07], [-1.84, -0.02, -0.69], [-1.48, 1.18, -0.52], [-0.07, 0.94, -0.21], [0.92, 0.26, 0.69], [1.45, -1.69, -0.36], [-1.13, -1.07, 0.86], [0.44, 1.32, -1.11], [1.60, 0.63, 1.46]]
}

Which of them is the least stable? Correct choice: x.